Computed, not measured: C34H50N8OSSiSn as an isolated structure, with ωB97M-V with the def2-TZVPD basis set.

Structure (XYZ):
```
96
Properties=species:S:1:pos:R:3:forces:R:3
Sn -1.058 0.119 -0.121 0.59 0.06 -0.35
N -1.151 -3.990 1.586 -0.04 0.06 -0.07
C -1.347 -2.643 1.522 0.04 -0.05 0.08
S -2.529 -2.065 0.355 -0.01 -0.18 0.20
N -0.650 -1.913 2.348 -0.18 0.15 -0.22
N -0.830 -0.565 2.116 -0.06 -0.25 -0.08
C -0.919 0.225 3.116 -0.04 0.39 0.16
C -0.804 -0.196 4.535 -0.02 -0.01 -0.09
C 0.335 -0.852 4.993 0.03 0.01 -0.01
C 0.428 -1.229 6.323 -0.02 0.01 0.01
C -0.623 -0.974 7.196 0.01 0.00 -0.02
C -1.765 -0.330 6.739 0.03 0.01 -0.03
C -1.851 0.068 5.413 -0.03 0.01 0.06
C -1.261 1.644 2.794 0.13 -0.23 0.03
C -1.161 2.666 3.723 -0.01 0.08 0.07
C -1.587 3.937 3.360 0.02 0.00 0.06
C -2.101 4.145 2.093 0.02 0.01 -0.03
C -2.124 3.078 1.208 -0.02 -0.05 0.01
N -1.706 1.865 1.554 -0.18 -0.06 -0.13
H -1.879 -4.576 1.216 0.00 0.00 0.00
H -0.657 -4.330 2.396 0.00 0.01 0.01
H 1.143 -1.067 4.305 -0.02 -0.01 0.01
H 1.320 -1.729 6.678 -0.02 0.01 0.00
H -0.552 -1.278 8.232 0.00 0.01 -0.02
H -2.587 -0.133 7.415 0.01 -0.01 -0.01
H -2.741 0.575 5.058 0.02 -0.02 0.00
H -0.764 2.467 4.709 -0.01 0.01 -0.01
H -1.525 4.753 4.068 0.00 -0.01 0.00
H -2.465 5.115 1.783 0.01 -0.02 0.00
H -2.493 3.186 0.196 -0.02 -0.03 0.03
C 0.819 -5.286 -1.763 -0.04 -0.07 0.08
C -0.240 -4.367 -2.333 0.00 0.10 0.02
N -0.104 -3.022 -1.774 -0.09 0.04 0.10
C 0.942 -2.616 -0.990 0.00 -0.08 -0.18
N 0.792 -1.525 -0.286 0.11 0.10 0.39
C 1.893 -1.078 0.570 -0.04 -0.12 -0.07
C 2.873 -2.184 0.915 -0.05 -0.04 0.03
C 3.281 -2.858 -0.377 0.00 -0.01 -0.08
N 2.088 -3.345 -1.053 -0.10 0.02 0.06
C 2.153 -4.575 -1.833 0.04 0.14 -0.04
H 0.849 -6.223 -2.317 0.01 0.01 -0.01
H 0.593 -5.508 -0.717 0.01 -0.03 -0.01
H -1.241 -4.732 -2.099 -0.01 0.00 0.00
H -0.151 -4.327 -3.420 0.01 0.02 -0.03
H -0.974 -2.603 -1.469 0.00 -0.04 0.01
H 1.472 -0.670 1.492 0.01 0.02 -0.04
H 2.428 -0.259 0.082 -0.01 -0.02 -0.09
H 2.393 -2.913 1.573 0.01 0.00 0.00
H 3.746 -1.780 1.428 -0.01 0.02 0.00
H 3.939 -3.709 -0.207 -0.01 -0.01 0.05
H 3.818 -2.147 -1.013 0.04 -0.02 -0.03
H 2.950 -5.189 -1.415 0.00 -0.02 0.03
H 2.415 -4.362 -2.876 0.02 0.00 -0.01
O -3.184 1.051 -1.373 -0.12 0.02 -0.09
N -3.796 0.240 -2.196 0.04 0.14 0.23
C -3.457 0.223 -3.502 0.00 -0.04 0.03
C -4.080 -0.641 -4.376 0.01 0.02 -0.03
C -5.067 -1.499 -3.915 0.01 -0.01 -0.05
C -5.403 -1.460 -2.572 -0.01 0.01 0.07
C -4.758 -0.583 -1.727 -0.03 -0.02 -0.04
H -2.687 0.928 -3.773 0.00 -0.01 0.00
H -3.786 -0.625 -5.416 -0.01 -0.01 0.01
H -5.566 -2.180 -4.589 0.00 0.01 0.00
H -6.170 -2.101 -2.161 0.01 0.00 -0.01
H -4.959 -0.481 -0.672 0.02 -0.01 0.00
C -0.487 3.367 -1.731 -0.14 0.12 -0.06
Si 0.887 2.175 -1.254 -0.23 -0.16 0.29
C 1.492 1.390 -2.881 0.08 -0.16 -0.06
C 2.430 0.192 -2.694 0.00 -0.04 -0.05
C 2.201 2.434 -3.757 -0.02 -0.01 -0.06
C 0.236 0.897 -3.615 0.04 0.01 -0.12
C 2.148 3.138 -0.189 0.09 0.05 0.06
C 3.379 2.323 0.213 0.07 0.03 -0.01
C 1.438 3.580 1.097 0.05 0.03 0.06
C 2.607 4.399 -0.941 -0.01 0.06 0.03
H -0.259 3.860 -2.681 0.00 0.02 0.03
H -0.614 4.150 -0.981 -0.01 0.00 -0.02
H -1.442 2.847 -1.847 0.05 0.05 -0.03
H 3.329 0.445 -2.129 -0.02 0.03 -0.01
H 2.755 -0.174 -3.676 -0.01 0.02 0.03
H 1.919 -0.628 -2.187 0.04 0.07 -0.03
H 3.175 2.710 -3.353 -0.01 -0.02 0.01
H 1.617 3.349 -3.887 0.01 -0.03 0.01
H 2.373 2.012 -4.755 -0.01 0.01 0.03
H -0.332 0.178 -3.014 0.02 -0.01 -0.02
H 0.527 0.390 -4.543 -0.01 0.02 0.02
H -0.427 1.723 -3.885 0.02 -0.03 0.02
H 3.114 1.469 0.839 0.01 0.05 0.00
H 4.059 2.955 0.797 -0.02 -0.02 -0.02
H 3.940 1.958 -0.649 -0.02 0.00 0.00
H 1.037 2.729 1.655 0.03 0.00 0.00
H 0.620 4.274 0.900 -0.02 0.00 -0.01
H 2.153 4.096 1.749 -0.04 -0.01 -0.03
H 3.254 4.163 -1.785 -0.01 -0.01 0.00
H 3.181 5.039 -0.260 -0.02 -0.03 -0.02
H 1.767 4.991 -1.313 0.02 -0.03 0.02
```
Positions in Å, forces in eV/Å.

Computed properties:
expectation value of S² = 0.76
total charge = +1
multiplicity = 2
LUMO (alpha / beta) = -2.74 / -2.82 eV
Kohn-Sham gap (alpha / beta) = 5.315 / 7.583 eV
energy above the lowest of the compared OMol25 structures with the same formula, charge and spin = 0.1383 eV
highest occupied orbital energy (alpha / beta) = -0.2960 / -0.3823 Ha

---

Computed, not measured: a 3-piece molecular cluster, C19H22F16O3Si overall at a distorted geometry, with ωB97M-V with the def2-TZVPD basis set.

Structure (XYZ):
```
61
Properties=species:S:1:pos:R:3:forces:R:3
F 0.436 4.298 4.607 -0.10 -0.03 0.11
C 0.072 4.286 5.904 0.75 -0.07 0.27
F 0.844 3.351 6.513 -0.27 -0.02 0.12
C -1.406 3.946 6.091 -0.68 -0.41 -0.40
F -1.674 2.692 5.660 0.24 0.08 -0.04
F -1.656 3.943 7.433 0.28 0.33 -0.02
C -2.416 4.922 5.455 -0.68 0.38 0.23
O -2.955 4.563 4.184 1.07 -0.26 -0.37
C -2.218 4.894 3.043 -0.66 0.86 1.12
F -1.202 5.714 3.376 0.10 -0.13 -0.45
F -3.043 5.621 2.259 0.11 -0.36 -0.26
C -1.755 3.658 2.272 0.05 -0.69 -0.53
F -0.992 2.850 3.040 -0.17 0.18 0.14
F -1.000 4.013 1.205 -0.14 0.32 0.13
H 0.313 5.257 6.345 -0.16 0.03 0.02
H -3.284 4.923 6.116 0.07 -0.23 -0.04
H -2.058 5.953 5.466 0.25 -0.16 -0.09
H -2.609 3.078 1.914 -0.10 0.14 0.07
F 4.165 -2.844 -4.399 -0.09 -0.11 -0.04
C 3.819 -4.142 -4.287 0.71 -0.27 0.25
F 4.839 -4.860 -4.821 -0.24 -0.14 -0.09
C 2.514 -4.464 -5.015 -0.56 0.28 -0.65
F 2.643 -4.269 -6.349 0.21 0.06 0.13
F 2.275 -5.798 -4.852 0.18 0.09 0.38
C 1.256 -3.725 -4.519 -0.71 -0.17 0.27
O 0.860 -2.562 -5.251 1.09 0.43 -0.01
C 1.466 -1.346 -4.929 -0.92 -1.11 0.80
F 2.182 -1.475 -3.795 0.12 0.47 -0.16
F 0.459 -0.488 -4.639 0.20 0.23 -0.32
C 2.287 -0.779 -6.088 0.32 0.31 -0.63
F 3.255 -1.633 -6.475 -0.20 -0.03 0.11
F 2.899 0.373 -5.718 -0.24 -0.05 0.25
H 3.751 -4.396 -3.225 -0.18 -0.02 -0.02
H 0.425 -4.418 -4.658 0.14 0.01 -0.20
H 1.283 -3.538 -3.444 0.26 0.05 -0.08
H 1.650 -0.574 -6.951 -0.16 -0.04 0.14
O 0.640 -4.475 -0.538 -0.32 0.65 1.55
Si 0.407 -3.196 0.602 -0.63 0.55 -1.67
C 1.375 -1.622 0.142 1.29 0.04 -0.06
C 1.282 -0.469 1.222 -0.44 0.50 0.13
C 0.430 0.789 0.723 -0.64 -1.63 -0.48
C -0.979 0.204 0.319 -0.66 0.37 0.81
C -1.860 -0.153 1.453 -1.13 -0.51 -2.78
C -3.153 -0.737 1.136 1.52 0.54 -1.27
C -3.519 -0.945 -0.262 0.92 0.46 -0.02
C -2.669 -0.568 -1.382 1.37 0.45 2.18
C -1.354 0.027 -1.074 -1.61 -0.79 2.02
H 0.056 -5.182 -0.200 0.46 0.16 -0.58
H 0.588 -3.628 1.992 0.41 -0.14 0.15
H -1.026 -2.833 0.477 -0.02 -0.13 0.13
H 2.464 -1.924 0.066 -1.01 0.33 -0.04
H 1.099 -1.219 -0.873 0.14 -0.60 0.95
H 0.753 -0.836 2.143 0.57 0.25 -0.65
H 2.304 -0.137 1.536 -0.84 -0.29 -0.27
H 0.894 1.219 -0.199 -0.22 -0.10 0.90
H 0.319 1.540 1.550 0.24 -0.67 -0.96
H -1.565 0.002 2.515 -0.10 -0.05 -1.07
H -3.845 -1.047 1.959 0.67 0.33 -0.97
H -4.501 -1.422 -0.481 0.87 0.47 0.18
H -2.953 -0.735 -2.449 0.10 0.12 1.20
H -0.612 0.324 -1.845 -0.82 -0.26 0.48
```
Positions in Å, forces in eV/Å.

Computed properties:
multiplicity = 1
LUMO = 0.53 eV
Kohn-Sham gap = 9.445 eV
highest occupied orbital energy = -0.3276 Ha

---

Computed, not measured: an isolated ion of composition C2H4NO2 and charge +1 at a distorted geometry, with ωB97M-V with the def2-TZVPD basis set.

Structure (XYZ):
```
9
Properties=species:S:1:pos:R:3:forces:R:3
C 0.036 -0.069 -0.184 1.67 1.83 1.46
C 0.922 0.955 0.341 2.58 -2.21 0.62
N -1.586 -1.345 -0.699 -3.29 -3.91 -1.34
O -2.594 -1.789 -0.448 1.60 1.34 -0.02
O -1.154 -0.129 0.165 -0.40 1.50 0.80
H 0.388 -0.935 -0.725 0.57 0.11 -0.66
H 1.769 1.257 -0.272 -0.27 -0.18 -0.92
H 1.636 0.212 0.992 -1.69 1.58 -0.58
H 0.583 1.843 0.830 -0.77 -0.06 0.66
```
Positions in Å, forces in eV/Å.

Computed properties:
total charge = +1
multiplicity = 1
LUMO = -6.52 eV
Kohn-Sham gap = 10.861 eV
energy above the lowest of the compared OMol25 structures with the same formula, charge and spin = 3.8939 eV
highest occupied orbital energy = -0.6389 Ha

---

> What is the multiplicity in the second record?

1